1.
ORCA calculation (ωB97M-V/def2-TZVPD) on a structure of composition C35H58N3OP2Zn at a distorted geometry.

```
100
C35H58N3OP2Zn | OMol25 | ωB97M-V/def2-TZVPD
C -2.30509 0.74637 -1.72407
C -2.23978 -0.77559 0.10888
C -3.65764 0.51393 -1.93832
C -3.63715 -0.98190 -0.06615
C -4.34040 -0.32830 -1.05923
H -4.15188 1.02735 -2.76015
H -4.13422 -1.68690 0.59623
H -5.41422 -0.46885 -1.16205
N -1.65756 0.20698 -0.68012
P 0.08256 2.28807 -2.09143
P -0.10927 -2.20918 1.82161
C -1.54198 1.63528 -2.73013
H -1.33630 1.05183 -3.64183
H -2.18995 2.46649 -3.05263
C 2.62238 -1.87967 1.33945
O 3.35299 -1.40185 0.60033
C -1.59942 -1.60204 1.09992
H -2.37757 -1.90569 1.82888
C -0.47533 -4.11873 1.82293
C 0.11486 -1.67451 3.67600
C 1.51671 1.99924 -3.30925
C -0.36238 4.09254 -1.82488
C 0.87089 -4.72359 1.38987
H 1.65839 -4.58999 2.14629
H 0.74921 -5.80543 1.22058
H 1.22054 -4.26363 0.45591
C -0.94663 -4.76175 3.12665
H -0.24696 -4.65549 3.96134
H -1.93666 -4.39561 3.42373
H -1.05643 -5.84195 2.93898
C -1.56765 -4.37261 0.78396
H -1.58097 -5.44310 0.53149
H -2.56324 -4.09500 1.14942
H -1.38701 -3.79896 -0.12782
C 1.31807 -2.44111 4.26256
H 2.22229 -2.27324 3.65835
H 1.49693 -2.05688 5.28014
H 1.15155 -3.52152 4.33914
C 0.45480 -0.18374 3.69390
H 1.31392 0.06398 3.06198
H -0.39387 0.42365 3.36764
H 0.70301 0.11441 4.72485
C -1.15026 -1.87107 4.51304
H -1.43719 -2.91822 4.63293
H -0.95466 -1.47058 5.52006
H -1.99994 -1.32023 4.08969
C 0.81272 4.79061 -1.12260
H 0.55586 5.85430 -0.99743
H 0.99798 4.35945 -0.13045
H 1.74706 4.73709 -1.69907
C -1.60408 4.17602 -0.92263
H -2.49432 3.74095 -1.39118
H -1.44693 3.68375 0.04273
H -1.81522 5.23802 -0.72649
C -0.69933 4.81104 -3.15041
H -1.22959 5.74393 -2.90121
H 0.19637 5.08974 -3.71586
H -1.35592 4.22442 -3.80681
C 1.15267 0.83806 -4.24300
H 0.37250 1.11776 -4.96403
H 2.04891 0.55881 -4.81894
H 0.81645 -0.05153 -3.69801
C 2.75946 1.62244 -2.46768
H 2.59721 0.70782 -1.87579
H 3.59849 1.43672 -3.15415
H 3.04578 2.43330 -1.78207
C 1.86012 3.21314 -4.17969
H 1.04090 3.47954 -4.85953
H 2.15710 4.09375 -3.59709
H 2.72354 2.93908 -4.80656
Zn 0.28739 0.70818 -0.36365
N 0.61915 -1.20440 -0.62261
C 0.32982 -2.33690 -0.86720
C 0.63506 -3.36208 -2.03242
C -0.23021 -4.60801 -2.04359
C 0.37338 -2.64534 -3.34677
C 2.09945 -3.78650 -1.95847
H -0.07973 -5.23398 -1.16080
H -1.28960 -4.35237 -2.14998
H 0.04559 -5.21854 -2.91551
H 1.14790 -1.89780 -3.54180
H 0.38758 -3.37166 -4.17138
H -0.61017 -2.15611 -3.33916
H 2.36511 -4.30611 -2.89056
H 2.75706 -2.91724 -1.84659
H 2.28943 -4.47061 -1.12672
C 0.74868 4.92431 4.32259
C 0.68442 3.87996 3.25317
C 1.82613 3.40551 2.60223
C 1.71014 2.46274 1.58758
N 0.50177 1.95382 1.21955
C -0.61456 2.40464 1.86373
C -0.54903 3.35674 2.87088
H 0.35816 4.54050 5.27385
H 1.77738 5.25871 4.47790
H 0.14264 5.80068 4.05918
H 2.81375 3.77858 2.86846
H 2.59077 2.09849 1.04984
H -1.57649 1.97630 1.55914
H -1.47621 3.68707 3.33838
```

Properties
Orbital gap   5.95 eV
Total charge   +1

=====

2.
ORCA calculation (ωB97M-V/def2-TZVPD) on a structure of composition C35H58N4O3P2PbSi4Te.

```
108
C35H58N4O3P2PbSi4Te | OMol25 | ωB97M-V/def2-TZVPD
Pb -1.87294 0.35119 -2.26951
O 1.22191 1.27354 -4.15827
N 0.54430 2.20084 -4.66831
N 0.95575 3.39510 -4.37803
O 1.96151 3.67355 -3.61822
C 0.21407 4.45716 -4.96803
C 0.60216 5.75578 -4.66046
C -0.08531 6.83027 -5.20784
C -1.15786 6.62504 -6.06192
C -1.53917 5.32149 -6.36547
C -0.86450 4.23982 -5.82820
H 1.43798 5.87722 -3.98736
H 0.22144 7.83910 -4.95666
H -1.69537 7.46557 -6.48372
H -2.37862 5.14299 -7.02723
H -1.15970 3.22844 -6.06139
N -3.63249 -0.22884 1.82690
C -3.32232 -0.43944 0.51175
O -3.90221 0.16224 -0.38682
C -2.22269 -1.44473 0.25236
C -1.98530 -1.71935 -1.22134
H -4.08757 0.66190 1.97095
H -2.84168 -0.35816 2.45176
H -2.43627 -2.33244 0.86035
H -1.32271 -0.99578 0.69715
H -2.76280 -2.34904 -1.66047
H -1.02534 -2.22495 -1.34114
C 1.96558 -1.35409 -0.02969
P 1.43031 -0.29409 -1.44160
C 2.52452 1.15111 -1.19570
C 2.28399 -1.18004 -2.82717
C 3.63829 -1.50060 -2.72821
C 4.30243 -2.17951 -3.73457
C 3.60697 -2.56042 -4.87394
C 2.26398 -2.24644 -4.98876
C 1.58925 -1.55076 -3.98464
P -0.19733 -1.15314 -4.20776
C -0.87822 -2.86401 -4.31957
C -0.32941 -0.68645 -5.97207
H 3.05104 -1.45607 0.05111
H 1.51954 -2.34667 -0.12547
H 1.58247 -0.89070 0.88375
H 3.57085 0.86727 -1.05405
H 2.17676 1.66911 -0.29876
H 2.42560 1.81540 -2.05744
H 4.18786 -1.20420 -1.84227
H 5.35698 -2.40819 -3.63275
H 4.10946 -3.09398 -5.67248
H 1.73469 -2.54586 -5.88564
H -0.37895 -3.45473 -5.09180
H -1.94273 -2.79155 -4.55347
H -0.77443 -3.37024 -3.35985
H 0.11430 -1.42894 -6.63791
H 0.14288 0.28205 -6.11617
H -1.39284 -0.60577 -6.20527
C 1.82160 -3.14118 3.75312
Si 0.49048 -2.37094 4.84652
C -1.17845 -2.85424 4.11850
C 0.63264 -3.17526 6.55701
Si 0.68845 -0.04311 4.90369
Te -0.23796 0.98038 2.88915
Si -0.42764 0.70430 6.81116
C -0.62182 2.57554 6.76909
C -2.15767 -0.05147 6.87134
C 0.45013 0.25774 8.43038
Si 2.95763 0.44155 5.13895
C 3.19312 2.23815 5.66742
C 3.80516 -0.64663 6.43891
C 3.83516 0.19310 3.49540
H 1.66014 -4.21714 3.63777
H 2.82083 -2.99112 4.16989
H 1.80335 -2.68576 2.76062
H -1.27976 -3.93959 4.02795
H -1.26570 -2.41141 3.12340
H -2.00363 -2.47849 4.72846
H 0.59054 -4.26595 6.47876
H -0.18275 -2.85254 7.20956
H 1.57392 -2.90647 7.04363
H -1.06294 2.87438 5.81572
H 0.34820 3.07181 6.85056
H -1.26054 2.92956 7.58404
H -2.66490 0.12780 5.92011
H -2.76200 0.38690 7.67107
H -2.11365 -1.13193 7.03036
H 1.42826 0.74316 8.48319
H 0.60869 -0.81986 8.51540
H -0.13396 0.58558 9.29600
H 2.81298 2.40429 6.67899
H 2.64616 2.89812 4.99023
H 4.24895 2.52437 5.64915
H 3.31913 -0.55024 7.41303
H 4.85787 -0.37100 6.55557
H 3.76444 -1.70021 6.15080
H 3.34786 0.79413 2.72404
H 3.78234 -0.84997 3.17469
H 4.88840 0.48341 3.55450
N -7.02228 -1.00324 -7.97709
C -6.27080 -0.82639 -7.12227
C -5.33326 -0.60704 -6.05668
C -4.47724 0.49393 -6.08811
C -3.58008 0.68725 -5.04842
C -3.48951 -0.18428 -3.95579
C -4.37090 -1.27125 -3.95618
C -5.27948 -1.49304 -4.97987
H -4.52273 1.18259 -6.92380
H -2.91810 1.54906 -5.09534
H -4.35556 -1.97082 -3.12599
H -5.95126 -2.34345 -4.95723
```

Properties
Orbital gap   6.28 eV
Total charge   -2

=====

Among the records above, which one has the lowest total charge?
C35H58N4O3P2PbSi4Te

=====

Among the records above, which one has the lowest orbital gap?
C35H58N3OP2Zn

=====

The lowest orbital gap belongs to which entry?
C35H58N3OP2Zn

=====

What is the orbital gap in the second record?
6.28 eV